# 1
2 unconnected molecules or ions with the total composition C2H3NO3 in a non-equilibrium geometry, computed with the ωB97M-V functional and the def2-TZVPD basis.

Last column: Löwdin charge in e.
Atoms and positions in Å:
1 H -0.19 1.30 -1.48  0.15
2 O 0.36 1.06 1.21  0.17
3 O -2.30 -1.05 2.03  0.05
4 N 0.20 0.39 -1.11  -0.08
5 C -0.42 0.24 1.49  -0.07
6 O -0.42 -0.54 -0.56  -0.12
7 C -1.11 -0.89 1.84  -0.31
8 H -0.52 -1.72 1.92  0.11
9 H 1.19 0.51 -0.90  0.11

For the LUMO energy (spin up / spin down), the calculation gives -0.03 / -0.30 eV. The energy above the lowest of the compared OMol25 structures with the same formula, charge and spin comes out at 144.63 kcal per mole. As for the HOMO-LUMO gap (spin up / spin down): 8.1 / 8.8 eV. Its largest force on an atom is 3.27 eV Å⁻¹. For the energy, the calculation gives -358.29920 Eh.

# 2
2 unconnected molecules or ions with the total composition C2H3NO3 in a non-equilibrium geometry, computed with the ωB97M-V functional and the def2-TZVPD basis.

Last column: Löwdin charge in e.
Atoms and positions in Å:
1 H 2.85 -0.94 0.59  0.06
2 C 2.38 0.03 0.62  -0.08
3 H -0.68 1.67 -1.58  0.14
4 C -1.06 0.24 -0.30  -0.73
5 O -1.95 0.12 0.69  0.15
6 N 1.93 1.08 0.57  0.08
7 H -1.81 -0.71 0.99  0.06
8 O -1.03 1.57 -0.64  0.08
9 O -0.42 -0.64 -0.86  0.24

For the LUMO energy (spin up / spin down), the calculation gives 0.62 / -3.60 eV. The energy above the lowest of the compared OMol25 structures with the same formula, charge and spin comes out at 94.33 kcal per mole. As for the HOMO-LUMO gap (spin up / spin down): 5.3 / 8.2 eV. The expectation value of S² is 2.006. Its largest force on an atom is 8.46 eV Å⁻¹. The spin multiplicity is 3. For the energy, the calculation gives -358.24322 Eh.

# 3
C2H3NO3S in the gas phase in a non-equilibrium geometry, computed with the ωB97M-V functional and the def2-TZVPD basis.

Last column: Löwdin charge in e.
Atoms and positions in Å:
1 H 2.02 -1.40 -0.13  0.15
2 H 1.04 1.27 0.90  0.11
3 C 1.01 -0.90 0.08  -0.20
4 O -1.16 -1.18 -0.06  -0.21
5 C 0.70 0.56 0.12  -0.16
6 O -1.66 1.01 1.22  -0.26
7 O -1.78 0.91 -1.18  -0.26
8 S -1.14 0.47 0.02  0.65
9 H 0.92 0.99 -0.99  0.16
10 N 0.06 -1.73 0.02  0.01

For the LUMO energy, the calculation gives 0.47 eV. The energy above the lowest of the compared OMol25 structures with the same formula, charge and spin comes out at 69.67 kcal per mole. As for the SMILES: O=S1(=O)CC=NO1. As for the HOMO-LUMO gap: 11.4 eV. Its largest force on an atom is 4.08 eV Å⁻¹. For the energy, the calculation gives -756.56510 Eh.